1.
DFT (ωB97M-V/def2-TZVPD) results for C38H38ClN2OP2Tl as an isolated structure at a distorted geometry.

```
83
Properties=species:S:1:pos:R:3:forces:R:3:lowdin_charge:R:1
Tl 0.061 -0.011 -0.563 1.845 0.057 2.546 0.3953
Cl 2.583 0.081 -0.196 -0.508 -0.091 -0.867 0.1535
P -0.058 -2.565 -0.438 -0.444 -0.467 -0.146 0.9947
P -0.047 2.546 -0.467 -0.059 0.674 0.008 1.0060
C 0.272 -3.306 1.141 0.026 0.035 1.188 -0.3670
C 1.166 -3.141 -1.603 0.867 -0.147 -0.268 -0.3865
C -1.696 -3.114 -0.978 -0.434 0.498 -0.582 -0.3667
C -1.741 3.187 -0.456 -0.712 -0.370 -0.327 -0.3405
C 0.823 3.336 0.879 0.734 -0.245 1.081 -0.3583
C 0.781 3.052 -1.984 0.684 0.233 -0.353 -0.3604
C -0.685 -4.110 1.784 0.244 -0.090 -0.142 -0.0582
C -0.370 -4.751 2.984 0.338 0.106 0.060 -0.0479
C 0.895 -4.544 3.559 -0.043 -0.012 -0.073 -0.0453
C 1.836 -3.679 2.964 -0.321 -0.165 -0.023 -0.0460
C 1.507 -3.045 1.768 -0.013 -0.172 -0.061 -0.0929
H -1.656 -4.261 1.323 0.158 -0.093 0.097 0.1030
H -1.101 -5.433 3.446 0.487 0.479 -0.213 0.1243
H 1.158 -5.070 4.482 -0.108 0.219 -0.348 0.1185
H 2.828 -3.531 3.419 -0.657 -0.041 -0.239 0.1237
H 2.204 -2.357 1.291 0.008 -0.187 0.102 0.0834
C -2.864 -2.627 -0.349 0.147 -0.225 -0.243 -0.1197
C -4.118 -3.093 -0.748 0.222 -0.106 -0.130 -0.0507
C -4.200 -4.014 -1.808 0.140 -0.069 0.019 -0.0404
C -3.053 -4.438 -2.498 -0.192 0.211 0.368 -0.0384
C -1.806 -3.956 -2.097 0.035 -0.100 0.285 -0.0561
H -2.787 -1.888 0.451 -0.017 -0.252 0.041 0.1028
H -5.025 -2.760 -0.224 0.510 -0.163 -0.369 0.1230
H -5.177 -4.404 -2.094 0.269 0.118 0.028 0.1193
H -3.113 -5.161 -3.321 -0.083 0.450 0.363 0.1250
H -0.905 -4.256 -2.632 -0.228 -0.044 0.139 0.1101
C 1.772 -4.383 -1.348 -0.108 0.027 -0.276 -0.0655
C 2.694 -4.913 -2.247 0.015 0.295 -0.373 -0.0371
C 3.045 -4.166 -3.387 -0.115 -0.018 0.075 -0.0348
C 2.495 -2.891 -3.624 -0.042 -0.229 0.147 -0.0446
C 1.562 -2.379 -2.721 0.015 -0.519 0.180 -0.1091
H 1.500 -4.943 -0.456 0.042 0.045 -0.175 0.1162
H 3.115 -5.912 -2.062 -0.128 0.631 -0.173 0.1261
H 3.753 -4.583 -4.109 -0.231 0.173 0.304 0.1205
H 2.785 -2.306 -4.515 -0.144 -0.435 0.632 0.1248
H 1.140 -1.390 -2.881 0.020 -0.087 -0.118 0.0608
C 2.202 3.600 0.759 -0.047 0.075 -0.126 -0.1061
C 2.904 4.250 1.771 -0.317 0.075 0.289 -0.0487
C 2.236 4.560 2.968 -0.118 -0.010 -0.107 -0.0472
C 0.890 4.195 3.158 0.174 0.033 -0.127 -0.0564
C 0.193 3.567 2.121 0.072 0.170 -0.229 -0.0743
H 2.735 3.302 -0.139 -0.118 0.175 0.021 0.1041
H 3.953 4.542 1.609 -0.611 -0.283 0.202 0.1254
H 2.770 5.096 3.760 -0.227 -0.232 -0.291 0.1187
H 0.379 4.431 4.109 0.362 -0.217 -0.661 0.1228
H -0.843 3.257 2.260 0.172 0.246 0.000 0.1141
C -2.814 2.431 0.069 0.194 0.450 -0.265 -0.1087
C -4.108 2.958 0.067 -0.015 0.346 -0.121 -0.0522
C -4.335 4.240 -0.476 0.204 -0.097 0.083 -0.0385
C -3.281 4.983 -1.039 -0.090 -0.431 0.261 -0.0370
C -1.996 4.436 -1.045 -0.141 0.096 0.175 -0.0609
H -2.638 1.425 0.458 -0.039 0.260 0.151 0.0706
H -4.945 2.380 0.495 0.554 0.395 -0.329 0.1226
H -5.345 4.661 -0.459 0.394 -0.190 -0.024 0.1204
H -3.435 5.985 -1.467 -0.062 -0.641 0.227 0.1264
H -1.190 4.996 -1.511 -0.207 -0.097 0.143 0.0940
C 1.130 4.410 -2.122 -0.016 0.024 -0.391 -0.1026
C 1.722 4.874 -3.299 -0.027 -0.340 -0.105 -0.0354
C 2.043 3.958 -4.319 -0.177 -0.013 0.167 -0.0336
C 1.774 2.587 -4.161 0.040 0.309 0.010 -0.0454
C 1.154 2.141 -2.993 -0.230 0.560 0.134 -0.1067
H 0.946 5.124 -1.316 -0.011 -0.274 -0.224 0.1170
H 1.909 5.954 -3.410 0.048 -0.713 -0.011 0.1272
H 2.505 4.315 -5.245 -0.169 -0.152 0.392 0.1220
H 2.040 1.869 -4.952 -0.119 0.468 0.485 0.1238
H 0.959 1.078 -2.871 0.031 0.084 -0.126 0.0350
H -1.746 -0.008 -0.645 -0.131 -0.053 -1.323 0.0979
H -1.022 -0.131 -2.115 -1.280 -0.004 -0.316 0.1284
C -0.988 -0.640 4.464 -0.936 -0.373 0.143 -0.0606
N 0.289 -0.060 4.235 0.668 0.341 -1.041 0.0394
C 0.708 0.179 2.971 1.128 0.585 -0.028 -0.5803
N 1.933 0.746 2.800 -0.877 -0.488 -0.960 0.1811
O 0.012 -0.083 1.963 -0.539 -0.127 -0.166 -0.1526
H -1.436 -0.778 3.482 -0.155 -0.088 0.152 0.0775
H -1.624 0.027 5.047 -0.017 -0.135 0.080 0.0940
H -0.908 -1.616 4.947 -0.046 0.093 0.067 0.0923
H 0.893 0.166 5.002 0.113 0.010 0.085 0.1490
H 2.286 0.773 1.834 -0.165 0.075 0.914 -0.0261
H 2.516 0.999 3.556 0.516 0.165 0.624 0.1047
```
Positions in Å, forces in eV/Å.

Its total charge is +2. The value obtained for the HOMO-LUMO gap (alpha / beta) is 5.171 / 5.464 eV.

2.
DFT (ωB97M-V/def2-TZVPD) results for one molecule with the formula C5H5NO at a distorted geometry.

```
12
Properties=species:S:1:pos:R:3:forces:R:3:nbo_charge:R:1
C 1.706 0.358 1.423 -0.277 0.151 -0.412 -0.1790
C 1.010 0.534 0.458 0.225 0.005 0.532 -0.0705
C -0.040 0.658 -0.563 -0.088 0.062 0.234 0.0436
O 0.358 0.273 -1.862 0.358 -0.005 -0.087 -0.7001
C -1.241 -0.246 -0.188 -0.104 0.059 0.023 -0.5130
C -0.823 -1.448 0.534 0.349 -0.772 0.455 0.2874
N -0.433 -2.349 1.142 -0.487 0.677 -0.573 -0.3158
H 2.285 0.182 2.303 0.046 0.043 -0.192 0.2452
H -0.388 1.701 -0.562 -0.001 -0.173 -0.085 0.1959
H 1.269 0.561 -2.014 -0.180 -0.054 0.041 0.4838
H -1.945 0.306 0.440 0.091 -0.061 -0.015 0.2534
H -1.758 -0.528 -1.109 0.067 0.067 0.079 0.2691
```
Positions in Å, forces in eV/Å.

Its total charge is 0. The value obtained for the HOMO-LUMO gap is 11.186 eV. Its SMILES is C#C[C@@H](O)CC#N. For the energy relative to the best compared isomer or geometry (same formula, charge and spin), the calculation gives 237.64 kJ/mol.

3.
DFT (ωB97M-V/def2-TZVPD) results for C28H26B4MgNa2O37 as an isolated structure at a distorted geometry.

```
98
Properties=species:S:1:pos:R:3:forces:R:3:lowdin_charge:R:1
Na -4.572 -1.378 0.847 0.756 -1.285 0.045 0.7083
Na -3.660 1.602 2.578 0.569 -0.089 0.061 0.8407
Mg -0.311 -4.588 3.022 -0.087 0.737 -1.341 1.0035
O 3.058 -6.773 1.747 0.154 -0.407 0.284 0.1702
C 3.527 -5.677 1.747 -0.709 0.195 0.014 -0.3923
O 4.614 -5.223 1.200 0.244 0.081 0.105 0.2673
B 4.576 -3.739 1.127 1.426 -0.474 -0.350 -0.8475
O 3.342 -3.402 1.937 0.884 2.365 -0.275 0.3141
C 2.742 -4.431 2.259 -0.074 -1.988 -1.200 -0.3709
O 1.587 -4.461 2.640 -1.759 -0.395 1.731 0.0496
O 4.492 -3.319 -0.251 -0.440 0.338 0.245 0.2420
C 5.287 -2.237 -0.403 -0.057 -0.801 1.452 -0.3744
O 5.300 -1.477 -1.291 -0.018 0.799 -1.402 0.2150
C 6.150 -2.138 0.882 -0.032 0.104 -0.513 -0.3772
O 5.743 -3.096 1.718 -0.326 -0.044 0.132 0.2379
O 7.005 -1.332 1.049 0.204 -0.041 0.385 0.1776
O -2.661 -0.630 2.350 -1.643 0.525 1.024 0.0599
C -1.547 -0.562 1.879 0.325 -0.562 -1.083 -0.3854
O -1.207 0.286 0.992 -0.029 0.707 0.238 0.2646
B 0.186 -0.008 0.528 1.552 0.754 -1.577 -0.8794
O 0.535 -1.301 1.230 -0.453 0.316 0.013 0.3182
C -0.424 -1.600 2.025 0.119 0.538 -0.476 -0.3623
O -0.542 -2.561 2.720 -0.209 -1.142 1.486 0.1178
O 1.110 1.049 0.863 0.103 -0.218 0.455 0.2132
C 1.801 1.419 -0.242 -0.035 0.034 -0.615 -0.3466
O 2.708 2.181 -0.296 -0.297 -0.156 0.288 0.2091
C 1.116 0.704 -1.453 0.321 -0.230 0.989 -0.3373
O 0.194 -0.122 -0.905 -0.422 -0.357 -0.020 0.2290
O 1.347 0.853 -2.597 -0.194 0.174 -0.352 0.2255
O -7.463 -6.760 6.823 -1.391 -1.512 0.541 0.2129
C -6.652 -5.951 6.606 1.041 1.091 -0.375 -0.3912
O -5.895 -5.877 5.503 0.632 0.303 -0.044 0.2338
B -5.115 -4.645 5.550 -1.376 -0.246 0.043 -0.8378
O -5.499 -3.942 6.738 0.695 -0.142 0.162 0.2339
C -6.321 -4.724 7.480 0.226 0.412 -0.902 -0.3568
O -6.753 -4.432 8.535 -0.282 -0.017 0.766 0.2017
O -5.463 -3.800 4.338 0.245 0.052 -0.204 0.2605
C -4.467 -3.752 3.515 -0.148 -0.592 1.382 -0.3831
O -4.398 -3.218 2.451 -0.055 0.961 -1.328 0.1319
C -3.301 -4.498 4.198 1.136 -0.650 0.349 -0.2936
O -3.643 -4.926 5.370 -0.086 0.565 -0.921 0.2942
O -2.190 -4.652 3.690 -0.090 -0.013 0.336 0.0684
O -2.600 -2.838 -0.164 -0.730 0.666 0.460 0.1271
C -1.673 -3.341 -0.750 0.434 -0.200 -0.248 -0.3757
O -1.344 -3.226 -1.989 0.042 0.405 0.480 0.2795
B 0.036 -3.799 -2.166 0.578 -0.064 -2.083 -0.8407
O 0.234 -4.642 -0.943 -0.212 0.104 0.630 0.3162
C -0.650 -4.298 -0.085 -0.319 -0.225 -0.204 -0.3266
O -0.777 -4.682 1.065 0.189 -0.372 0.447 0.0748
O 1.080 -2.808 -2.279 -0.467 -0.031 0.556 0.2313
C 1.691 -2.938 -3.475 -0.569 -0.565 0.134 -0.3737
O 2.582 -2.300 -3.889 0.896 0.724 -0.205 0.2211
C 0.994 -4.091 -4.212 0.263 0.237 -0.160 -0.3881
O 0.032 -4.555 -3.422 -0.355 -0.283 0.960 0.2359
O 1.262 -4.468 -5.304 -0.084 -0.241 -0.306 0.1806
C -1.134 3.452 -0.026 0.841 0.444 -0.844 -0.0205
C -0.066 3.943 0.922 0.788 -1.024 0.242 -0.2775
O -0.431 5.171 1.475 -0.805 -0.022 0.350 -0.1474
C 0.125 5.434 2.736 0.242 -0.810 1.394 -0.3104
C -0.718 6.477 3.433 -0.149 0.866 -0.346 -0.0565
H -1.144 4.134 -0.883 -0.652 0.137 0.369 0.0668
H -0.806 2.529 -0.507 -0.290 -0.295 0.382 0.0801
H -2.119 3.371 0.440 -0.037 -0.044 -0.077 0.0702
H 0.160 3.173 1.681 -0.372 0.332 0.224 0.1202
H 0.892 4.027 0.390 -0.405 -0.022 0.611 0.0872
H 0.170 4.513 3.341 -0.293 -0.027 -0.140 0.1229
H 1.173 5.753 2.664 -0.614 -0.429 0.279 0.0892
H -1.785 6.307 3.277 0.051 -0.282 0.110 0.0753
H -0.538 7.464 2.991 0.035 -0.053 0.004 0.0772
H -0.523 6.594 4.497 0.144 -0.300 0.016 0.0802
O 2.266 0.353 -5.423 1.365 -1.672 0.081 0.1343
C 1.489 1.128 -5.855 0.440 1.313 0.779 -0.5839
O 0.179 0.912 -5.869 -1.248 0.097 -0.902 -0.0124
C -0.280 -0.426 -5.638 -0.022 -0.322 -0.052 -0.2151
C -1.579 -0.634 -6.386 -0.771 0.432 0.287 -0.0705
C 1.858 2.547 -6.186 -1.238 0.821 0.188 0.0260
H -0.403 -0.544 -4.558 0.032 -0.131 -0.058 0.1218
H 0.452 -1.157 -5.991 0.165 0.243 0.162 0.1267
H -1.510 -0.383 -7.444 0.283 -0.235 -0.019 0.0782
H -2.394 -0.005 -6.004 0.259 0.065 0.119 0.0711
H -1.940 -1.657 -6.262 0.253 -0.075 -0.144 0.0759
H 2.726 2.893 -5.640 0.357 -0.429 -0.161 0.0879
H 1.025 3.151 -5.805 0.035 0.102 -0.237 0.0707
H 1.927 2.765 -7.249 0.155 -0.204 -0.052 0.0840
O 3.190 5.554 0.002 0.200 0.071 -0.200 0.1378
C 2.163 6.170 -0.016 -0.331 -0.839 0.660 -0.5090
O 1.195 5.979 -0.937 -0.951 0.493 0.181 0.0010
C 1.186 4.800 -1.719 2.661 -0.615 -1.847 -0.2587
C 0.273 4.930 -2.901 -1.675 0.643 0.456 -0.0540
C 1.707 7.083 1.104 0.254 0.578 -0.849 0.0154
H 1.062 3.892 -1.128 -0.380 0.419 -0.412 0.0707
H 2.191 4.633 -2.138 -0.001 0.193 0.274 0.1400
H 0.156 4.012 -3.467 0.276 -0.267 0.093 0.0763
H 0.522 5.730 -3.598 0.414 -0.012 0.147 0.0855
H -0.730 5.195 -2.525 0.092 -0.060 -0.291 0.0709
H 2.272 6.817 1.991 0.401 0.459 -0.251 0.0888
H 0.649 6.925 1.305 0.387 0.542 -0.634 0.0542
H 1.889 8.119 0.820 0.026 0.075 0.101 0.1022
```
Positions in Å, forces in eV/Å.

Its total charge is 0. The value obtained for the HOMO-LUMO gap is 5.147 eV.

Number 1: electronic energy -2970.3347 Ha. Number 2: electronic energy -323.4292 Ha. Number 3: electronic energy -4491.5856 Ha.